Entry 1:
The following is a DFT calculation (the ωB97M-V functional and the def2-TZVPD basis) of a cluster of 17 separate species, C42H118O34 in total.

Positions of all 194 atoms, in Å:
C: 23.382 10.200 10.879
C: 22.245 9.357 10.304
O: 21.118 10.247 9.947
O: 22.823 10.979 11.954
H: 23.678 10.877 10.017
H: 24.239 9.646 11.293
H: 21.824 8.593 10.962
H: 22.645 8.915 9.360
H: 21.210 11.017 10.576
H: 23.564 11.461 12.371
C: 18.023 8.766 18.224
C: 19.118 9.721 17.866
O: 19.146 10.810 18.750
O: 18.144 7.505 17.464
H: 17.048 9.184 17.996
H: 18.052 8.615 19.305
H: 18.986 10.099 16.838
H: 20.140 9.216 17.870
H: 18.862 11.649 18.289
H: 19.068 7.367 17.476
C: 22.265 15.980 17.106
C: 20.821 15.602 16.878
O: 20.480 14.329 17.444
O: 23.116 15.205 16.250
H: 22.603 15.927 18.134
H: 22.401 16.964 16.645
H: 20.653 15.686 15.810
H: 20.329 16.417 17.407
H: 19.552 14.007 17.420
H: 22.971 14.244 16.401
C: 19.076 16.623 12.793
C: 18.952 15.126 12.950
O: 19.020 14.808 14.342
O: 18.029 17.292 13.425
H: 18.970 16.775 11.708
H: 20.057 16.886 13.094
H: 19.819 14.675 12.549
H: 18.008 14.797 12.575
H: 18.127 14.693 14.807
H: 17.955 16.916 14.319
C: 13.836 15.062 13.268
C: 14.402 15.779 12.042
O: 15.847 15.607 12.002
O: 14.198 15.755 14.513
H: 14.360 14.112 13.325
H: 12.790 14.890 13.181
H: 14.235 16.854 12.078
H: 13.953 15.450 11.074
H: 16.282 16.290 12.551
H: 13.945 16.697 14.351
C: 22.675 8.103 14.456
C: 22.179 8.650 15.810
O: 22.450 7.966 17.053
O: 24.050 8.111 14.376
H: 22.270 8.818 13.725
H: 22.159 7.127 14.235
H: 21.075 8.810 15.738
H: 22.708 9.588 15.871
H: 21.754 7.284 17.181
H: 24.527 7.831 15.196
C: 26.671 13.883 13.875
C: 25.702 12.838 13.580
O: 25.040 13.049 12.300
O: 26.155 15.228 13.962
H: 27.412 13.832 13.075
H: 27.296 13.598 14.730
H: 24.955 12.724 14.391
H: 26.315 11.956 13.436
H: 24.244 13.585 12.427
H: 25.645 15.250 14.807
C: 22.826 16.192 12.398
C: 24.180 16.454 11.834
O: 24.299 15.741 10.662
O: 22.619 14.745 12.378
H: 22.029 16.696 11.870
H: 22.732 16.474 13.507
H: 24.939 16.123 12.539
H: 24.355 17.486 11.642
H: 25.201 15.642 10.378
H: 22.864 14.613 11.445
C: 26.514 9.916 16.301
C: 25.710 9.197 17.415
O: 25.105 8.033 16.942
O: 25.618 10.548 15.403
H: 27.181 9.223 15.742
H: 27.092 10.776 16.759
H: 25.022 9.934 17.767
H: 26.365 8.989 18.232
H: 24.266 7.908 17.343
H: 25.054 9.852 15.010
C: 16.805 13.021 17.372
C: 16.435 14.402 16.982
O: 16.648 14.746 15.614
O: 18.245 12.859 17.305
H: 16.328 12.263 16.730
H: 16.559 12.813 18.394
H: 16.969 15.064 17.696
H: 15.347 14.483 17.117
H: 15.801 15.056 15.220
H: 18.550 12.533 16.437
C: 17.434 18.004 10.292
C: 16.175 18.686 9.857
O: 15.827 18.486 8.525
O: 17.324 16.619 10.009
H: 17.647 18.249 11.321
H: 18.231 18.421 9.670
H: 16.243 19.774 10.137
H: 15.348 18.293 10.447
H: 16.578 18.060 8.095
H: 16.615 16.201 10.443
C: 21.613 11.923 14.628
C: 20.167 11.393 14.332
O: 19.189 12.225 14.943
O: 21.774 12.440 15.981
H: 21.948 12.686 13.909
H: 22.276 11.044 14.594
H: 20.083 10.427 14.789
H: 20.089 11.315 13.291
H: 19.258 13.135 14.589
H: 21.026 12.956 16.228
C: 26.669 13.244 18.670
C: 25.561 13.660 17.680
O: 25.846 14.896 17.086
O: 27.892 13.219 17.903
H: 26.537 12.170 18.922
H: 26.763 13.827 19.563
H: 24.617 13.809 18.244
H: 25.548 12.887 16.915
H: 25.055 15.309 16.781
H: 27.986 14.092 17.489
C: 15.795 11.088 21.581
O: 15.814 12.424 21.266
C: 17.040 12.988 21.712
C: 17.088 14.534 21.523
O: 17.312 14.899 20.189
C: 17.863 16.213 20.133
H: 15.727 10.842 22.621
H: 16.718 10.613 21.106
H: 14.873 10.660 21.133
H: 17.844 12.512 21.134
H: 17.203 12.830 22.805
H: 17.960 14.837 22.179
H: 16.133 14.908 21.871
H: 17.193 16.943 20.607
H: 17.997 16.482 19.065
H: 18.874 16.157 20.549
C: 15.737 11.517 13.632
O: 14.862 11.966 14.674
C: 13.623 11.253 14.643
C: 12.506 11.778 15.644
O: 11.891 12.850 14.995
C: 10.708 13.272 15.582
H: 15.826 10.439 13.725
H: 16.764 11.980 13.814
H: 15.338 11.849 12.671
H: 13.888 10.289 14.816
H: 13.321 11.322 13.602
H: 13.020 12.088 16.573
H: 11.780 10.937 15.854
H: 10.082 13.711 14.789
H: 10.913 13.991 16.364
H: 10.194 12.426 16.008
C: 20.751 13.887 23.184
O: 20.642 13.132 22.000
C: 21.643 13.474 21.082
C: 21.841 12.377 20.036
O: 22.795 11.388 20.501
C: 22.374 10.006 20.349
H: 20.023 13.452 23.864
H: 20.429 14.931 23.039
H: 21.781 13.892 23.566
H: 22.618 13.632 21.534
H: 21.369 14.426 20.525
H: 22.121 12.897 19.137
H: 20.891 11.871 19.868
H: 23.184 9.361 20.655
H: 22.034 9.878 19.300
H: 21.596 9.785 21.123
C: 17.512 7.920 13.180
O: 17.421 9.131 12.467
C: 18.306 9.192 11.385
C: 17.989 10.328 10.390
O: 18.309 11.572 10.940
C: 18.311 12.646 10.045
H: 16.643 7.895 13.872
H: 18.431 7.969 13.811
H: 17.635 7.023 12.508
H: 18.240 8.288 10.758
H: 19.370 9.255 11.669
H: 16.885 10.234 10.226
H: 18.542 10.066 9.446
H: 18.569 13.585 10.533
H: 17.320 12.710 9.541
H: 19.041 12.488 9.278

## Properties
LUMO energy, hartree: 0.0074
E_HOMO, eV: -9.2
Molecular weight, u: 1167.4
Charge: 0

=====

Entry 2:
The following is a DFT calculation (the ωB97M-V functional and the def2-TZVPD basis) of a structure of composition C5H6O2.

Positions of all 13 atoms, in Å:
C: 0.849 -1.141 1.131
C: -0.006 -0.217 0.296
C: -0.612 -0.292 -1.221
C: 0.282 0.810 -0.704
C: -0.697 1.700 0.091
O: -1.359 2.683 -0.025
O: -0.908 0.676 1.004
H: 0.227 -1.837 1.705
H: 1.543 -0.672 1.854
H: 1.445 -1.716 0.424
H: -1.690 -0.201 -1.157
H: -0.343 -0.640 -2.245
H: 1.270 0.846 -1.153

## Properties
LUMO energy, hartree: 0.0318
E_HOMO, eV: -9.8
Molecular weight, u: 98.1
Charge: 0
ΔE to the lowest compared entry with this formula, charge and spin, kJ/mol: 231.0

=====

Entry 3:
The following is a DFT calculation (the ωB97M-V functional and the def2-TZVPD basis) of a structure of composition C19H24AsBCoF4N5O7S.

Positions of all 63 atoms, in Å:
Co: 0.831 0.668 1.233
O: 2.734 4.077 -3.383
C: 2.501 3.217 -2.355
C: 2.583 1.840 -2.513
C: 2.312 1.035 -1.425
N: 1.956 1.550 -0.251
C: 1.946 2.873 -0.090
C: 2.211 3.755 -1.108
C: 1.694 3.268 1.336
O: 1.830 4.415 1.716
O: 1.406 2.243 2.071
C: 2.497 -0.479 -1.439
O: 2.826 -1.003 -2.541
O: 2.334 -1.013 -0.341
H: 2.851 3.564 -4.194
H: 2.861 1.376 -3.451
H: 2.186 4.820 -0.929
N: 0.226 3.189 6.070
C: -0.678 2.190 6.239
O: -1.150 1.909 7.327
C: -1.075 1.473 4.988
C: -2.364 0.977 4.846
C: -2.710 0.383 3.648
C: -1.761 0.293 2.643
N: -0.518 0.743 2.788
C: -0.184 1.314 3.943
H: 0.536 3.683 6.889
H: 0.556 3.474 5.164
H: -3.067 1.085 5.662
H: -3.712 0.023 3.462
H: -2.007 -0.116 1.676
H: 0.832 1.679 4.001
C: 0.664 -3.159 -1.052
As: -0.272 -2.571 0.514
C: -2.141 -2.398 0.110
C: -0.163 -4.086 1.695
O: 0.238 -1.265 1.412
H: 0.006 -3.871 -1.556
H: 1.588 -3.640 -0.743
H: 0.906 -2.317 -1.686
H: -2.441 -3.188 -0.579
H: -2.326 -1.427 -0.351
H: -2.692 -2.493 1.044
H: -0.642 -4.953 1.240
H: -0.658 -3.834 2.630
H: 0.886 -4.300 1.892
F: -3.047 0.932 -0.052
B: -2.211 2.069 0.053
F: -2.331 2.888 -1.053
F: -2.485 2.751 1.243
F: -0.846 1.576 0.122
S: -0.921 -0.298 -2.452
C: -0.497 -1.305 -3.706
N: 0.716 -1.455 -4.268
C: 0.727 -2.565 -5.208
C: -0.759 -2.696 -5.556
N: -1.371 -2.159 -4.348
H: 1.554 -1.199 -3.713
H: 1.114 -3.478 -4.741
H: 1.334 -2.343 -6.084
H: -1.057 -3.728 -5.734
H: -1.009 -2.098 -6.439
H: -2.344 -1.896 -4.315

## Properties
LUMO energy (alpha / beta), hartree: 0.0850 / 0.0850
E_HOMO (alpha / beta), eV: -5.6 / -5.6
Molecular weight, u: 687.2
Charge: -1
ΔE to the lowest compared entry with this formula, charge and spin, kJ/mol: 0.0
2S+1: 2

=====

Entry 4:
The following is a DFT calculation (the ωB97M-V functional and the def2-TZVPD basis) of an isolated molecule of C2H3N3S.

Positions of all 9 atoms, in Å:
C: 1.163 -0.985 0.106
C: -0.536 1.196 0.409
H: 2.239 0.535 -0.595
H: 2.130 -1.475 -0.018
H: -1.127 2.116 0.708
N: 1.271 0.304 -0.395
N: 0.045 -1.477 0.484
N: 0.617 1.519 0.092
S: -1.283 -0.304 -0.278

## Properties
SMILES: C1=NNC=NS1
LUMO energy, hartree: -0.0019
E_HOMO, eV: -9.1
Molecular weight, u: 101.1
Charge: 0
ΔE to the lowest compared entry with this formula, charge and spin, kJ/mol: 247.9

=====

Q: Which max |F| values were calculated for the entries above? A: 0.0663; 0.0332; 0.0244; 0.0882, in Eh/bohr.
Q: Which calculated total energy values were calculated for the entries above? A: -4228.796753; -344.513919; -5980.385398; -640.365280, in a.u..